Entry from the OMol25 dataset: a 7-piece molecular cluster, C31H52BrN2O27PS6 overall in a non-equilibrium geometry (wB97M-V/def2-TZVPD).

Positions of all 120 atoms, in Å:
C (8.47, -0.98, 4.59)
C (6.93, -1.22, 4.04)
C (5.77, -0.47, 4.94)
C (5.48, 1.09, 4.47)
C (4.78, 1.22, 2.99)
C (3.14, 1.13, 2.98)
C (2.38, 2.18, 3.98)
C (1.69, 1.73, 5.44)
N (1.73, 0.24, 5.84)
C (0.27, -0.17, 5.85)
C (-0.04, -1.68, 5.28)
C (1.14, -2.32, 4.34)
C (0.55, -3.79, 3.81)
C (0.98, 2.89, 6.40)
C (0.31, 2.54, 7.90)
C (0.89, 4.50, 5.97)
C (1.52, 4.92, 4.52)
C (2.25, 3.77, 3.60)
C (2.76, 4.64, 2.31)
O (3.18, 4.27, 1.09)
N (2.72, 6.12, 2.74)
P (4.17, 6.75, 3.58)
O (3.61, 7.74, 4.94)
Br (5.40, 5.11, 4.56)
C (1.59, 6.35, 3.72)
O (0.76, 7.37, 3.93)
H (8.47, -1.22, 5.75)
H (8.76, 0.14, 4.41)
H (9.26, -1.72, 4.09)
H (6.87, -0.98, 2.89)
H (6.74, -2.39, 4.15)
H (4.76, -1.08, 5.01)
H (6.21, -0.40, 6.05)
H (4.93, 1.71, 5.31)
H (6.56, 1.59, 4.37)
H (5.18, 2.18, 2.40)
H (5.18, 0.29, 2.36)
H (2.75, 0.04, 3.26)
H (2.80, 1.39, 1.87)
H (2.12, 0.25, 6.83)
H (-0.08, -0.11, 6.99)
H (-0.31, 0.63, 5.21)
H (-1.00, -1.57, 4.57)
H (-0.28, -2.37, 6.19)
H (1.33, -1.67, 3.35)
H (2.13, -2.50, 4.94)
H (-0.33, -3.61, 3.04)
H (1.39, -4.51, 3.42)
H (0.02, -4.25, 4.78)
H (1.02, 1.84, 8.54)
H (-0.69, 1.91, 7.73)
H (0.03, 3.54, 8.47)
H (0.35, 5.32, 6.65)
H (3.47, 7.16, 5.76)
O (-1.68, -1.06, 2.19)
S (-2.59, -1.77, 1.32)
O (-3.92, -2.16, 1.73)
O (-1.83, -3.07, 0.72)
C (-1.81, -3.01, -0.70)
C (-1.84, -1.52, -1.04)
O (-2.71, -0.93, -0.08)
H (-2.71, -3.51, -1.08)
H (-0.92, -3.50, -1.10)
H (-2.20, -1.33, -2.05)
H (-0.85, -1.07, -0.91)
O (-0.75, -0.98, -3.76)
S (-1.94, -0.66, -4.52)
O (-3.27, -0.77, -3.98)
O (-1.88, -1.50, -5.92)
C (-1.92, -0.60, -7.02)
C (-1.30, 0.70, -6.51)
O (-1.75, 0.82, -5.16)
H (-2.97, -0.45, -7.30)
H (-1.38, -1.01, -7.87)
H (-1.59, 1.56, -7.10)
H (-0.20, 0.63, -6.49)
O (-4.80, -2.77, -5.36)
S (-5.34, -3.07, -4.05)
O (-4.54, -3.62, -2.98)
O (-6.66, -4.00, -4.25)
C (-7.79, -3.35, -3.67)
C (-7.49, -1.86, -3.76)
O (-6.10, -1.74, -3.49)
H (-7.87, -3.68, -2.62)
H (-8.70, -3.63, -4.20)
H (-8.07, -1.28, -3.04)
H (-7.68, -1.48, -4.77)
O (1.63, 3.29, -7.88)
S (1.99, 1.97, -7.42)
O (1.09, 0.84, -7.49)
O (2.55, 2.09, -5.90)
C (3.88, 1.58, -5.84)
C (4.47, 1.81, -7.23)
O (3.40, 1.54, -8.13)
H (3.83, 0.51, -5.60)
H (4.45, 2.09, -5.06)
H (5.32, 1.15, -7.43)
H (4.77, 2.85, -7.36)
O (-1.04, -3.55, -11.76)
S (-1.45, -3.44, -10.38)
O (-0.84, -2.52, -9.44)
O (-1.45, -4.93, -9.72)
C (-2.76, -5.24, -9.24)
C (-3.72, -4.44, -10.12)
O (-3.07, -3.20, -10.35)
H (-2.82, -4.91, -8.19)
H (-2.94, -6.31, -9.29)
H (-4.69, -4.29, -9.64)
H (-3.86, -4.93, -11.09)
O (-4.28, 2.86, 6.02)
S (-5.20, 2.16, 5.16)
O (-6.53, 1.76, 5.57)
O (-4.44, 0.85, 4.56)
C (-4.42, 0.91, 3.13)
C (-4.45, 2.40, 2.80)
O (-5.32, 2.99, 3.76)
H (-5.31, 0.41, 2.76)
H (-3.53, 0.42, 2.74)
H (-4.81, 2.59, 1.78)
H (-3.46, 2.85, 2.92)

Values from the calculation:
**HOMO**: -8.834 eV
**Multiplicity**: 1
**Structure (SMILES)**: CCCCCCc1c(NCCCC)c(C)cc2c1C(=O)N(P(O)Br)C2=O.O=S1(=O)OCCO1.O=S1(=O)OCCO1.O=S1(=O)OCCO1.O=S1(=O)OCCO1.O=S1(=O)OCCO1.O=S1(=O)OCCO1
**Maximum force**: 0.173 hartree/bohr
**Calculated total energy**: -235575.19525 eV
**Gap between HOMO and LUMO**: 7.562 eV

Results of the Löwdin charge analysis, in e, for atoms 1 through 4:
1 C -0.16
2 C -0.27
3 C -0.21
4 C -0.22


Entry from the OMol25 dataset: a 3-piece molecular cluster, C31H52F19NO8PS2 overall in a non-equilibrium geometry (wB97M-V/def2-TZVPD).

Positions of all 114 atoms, in Å:
C (5.05, 4.11, -0.26)
C (5.33, 4.00, 1.23)
C (6.56, 3.13, 1.46)
C (4.14, 3.60, 2.09)
C (3.56, 4.78, 2.83)
C (3.06, 2.85, 1.35)
O (3.57, 1.65, 0.88)
P (2.59, 0.35, 0.15)
F (1.74, -0.98, -0.52)
C (3.11, 0.97, -1.60)
C (2.24, 0.68, -2.80)
C (2.81, 1.26, -4.08)
N (2.11, 2.50, -4.44)
C (2.14, -0.23, 1.93)
C (1.74, -1.70, 2.10)
C (0.29, -2.11, 2.09)
C (-0.63, -1.51, 3.10)
F (-1.31, -0.44, 2.62)
F (0.01, -1.11, 4.23)
C (-1.68, -2.51, 3.59)
F (-1.07, -3.61, 4.08)
F (-2.48, -1.99, 4.54)
F (-2.48, -2.95, 2.58)
C (0.99, 1.45, 0.00)
C (-0.24, 0.77, -0.56)
C (-1.32, 1.78, -0.85)
F (-1.37, 2.08, -2.18)
F (-1.17, 2.96, -0.21)
C (-2.75, 1.34, -0.55)
F (-2.96, 0.19, -1.23)
F (-2.89, 1.09, 0.76)
C (-3.89, 2.32, -1.00)
F (-4.30, 2.00, -2.23)
F (-4.93, 2.17, -0.15)
C (-3.61, 3.84, -1.01)
F (-4.73, 4.42, -1.49)
F (-2.62, 4.12, -1.86)
C (-3.33, 4.49, 0.39)
F (-3.01, 3.55, 1.29)
F (-2.31, 5.35, 0.27)
C (-4.51, 5.31, 0.96)
F (-4.67, 6.44, 0.27)
F (-5.65, 4.62, 0.93)
F (-4.21, 5.61, 2.24)
C (4.20, -0.74, 0.24)
C (4.24, -1.76, -0.77)
C (3.96, -3.06, -0.41)
O (5.30, -2.62, -0.76)
H (4.12, 4.60, -0.46)
H (5.82, 4.69, -0.72)
H (5.03, 3.13, -0.70)
H (5.62, 4.99, 1.54)
H (7.42, 3.73, 1.68)
H (6.40, 2.45, 2.27)
H (6.80, 2.56, 0.58)
H (4.49, 2.88, 2.81)
H (4.26, 5.13, 3.57)
H (3.35, 5.58, 2.15)
H (2.65, 4.50, 3.31)
H (2.67, 3.48, 0.56)
H (2.26, 2.69, 2.06)
H (4.11, 0.65, -1.83)
H (3.17, 2.04, -1.51)
H (2.10, -0.38, -2.95)
H (1.28, 1.14, -2.71)
H (2.69, 0.58, -4.90)
H (3.86, 1.47, -3.92)
H (1.86, 2.99, -3.60)
H (2.72, 3.13, -4.94)
H (3.04, -0.11, 2.48)
H (1.43, 0.41, 2.41)
H (2.09, -2.01, 3.07)
H (2.23, -2.33, 1.39)
H (-0.15, -2.03, 1.12)
H (0.30, -3.16, 2.32)
H (0.67, 1.81, 0.95)
H (1.20, 2.28, -0.65)
H (-0.07, 0.27, -1.49)
H (-0.62, 0.10, 0.19)
H (5.07, -0.12, 0.08)
H (4.30, -1.28, 1.16)
H (3.89, -1.49, -1.73)
H (3.66, -3.78, -1.13)
H (4.05, -3.34, 0.62)
O (1.91, -4.07, -2.80)
S (0.76, -4.91, -2.92)
O (0.46, -5.52, -4.18)
O (-0.49, -4.11, -2.39)
C (-0.70, -2.78, -2.92)
C (-1.25, -2.77, -4.33)
C (0.78, -6.14, -1.67)
H (0.23, -2.21, -2.84)
H (-1.41, -2.33, -2.22)
H (-0.53, -3.16, -5.04)
H (-1.50, -1.75, -4.61)
H (-2.15, -3.39, -4.39)
H (0.99, -5.67, -0.72)
H (1.57, -6.84, -1.93)
H (-0.18, -6.65, -1.66)
O (-8.72, -3.44, 2.79)
S (-8.26, -3.49, 1.43)
O (-8.35, -4.72, 0.71)
O (-6.78, -2.94, 1.37)
C (-5.81, -3.55, 2.26)
C (-5.39, -4.92, 1.79)
C (-9.02, -2.21, 0.49)
H (-6.22, -3.57, 3.27)
H (-4.97, -2.87, 2.26)
H (-6.21, -5.64, 1.84)
H (-4.58, -5.29, 2.42)
H (-5.04, -4.88, 0.76)
H (-8.94, -1.28, 1.04)
H (-10.06, -2.49, 0.37)
H (-8.53, -2.15, -0.47)

Values from the calculation:
**HOMO**: -4.695 eV
**Net charge**: -1
**Multiplicity**: 1
**Maximum force**: 0.066 hartree/bohr
**Calculated total energy**: -133452.37520 eV
**Gap between HOMO and LUMO**: 6.604 eV

Results of the Löwdin charge analysis, in e, for atoms 1 through 4:
1 C -0.07
2 C -0.38
3 C -0.05
4 C -0.34


Entry from the OMol25 dataset: C31H52MnN8O as an isolated structure (wB97M-V/def2-TZVPD).

Positions of all 93 atoms, in Å:
Mn (-0.21, -0.12, 0.82)
C (-2.59, -0.04, 2.96)
C (-1.13, 0.28, 3.10)
C (-0.67, 1.60, 3.14)
C (0.65, 1.90, 3.48)
C (1.11, 3.32, 3.73)
C (1.55, 0.85, 3.68)
C (1.14, -0.47, 3.65)
C (2.07, -1.59, 4.04)
C (-0.21, -0.74, 3.36)
H (-3.13, 0.32, 3.84)
H (-2.76, -1.11, 2.87)
H (-3.03, 0.44, 2.09)
H (-1.37, 2.41, 2.98)
H (1.59, 3.38, 4.71)
H (0.28, 4.01, 3.72)
H (1.85, 3.64, 2.99)
H (2.58, 1.08, 3.95)
H (2.10, -1.68, 5.13)
H (3.09, -1.40, 3.71)
H (1.74, -2.55, 3.65)
H (-0.57, -1.75, 3.50)
C (-1.01, 4.73, 0.93)
N (-0.72, 3.47, 0.23)
C (0.69, 3.19, 0.00)
C (-1.68, 2.58, -0.10)
N (-1.35, 1.31, -0.35)
C (-2.13, 0.62, -1.33)
C (-2.79, 1.27, -2.37)
C (-3.62, 0.59, -3.25)
C (-3.82, -0.77, -3.09)
C (-3.09, -1.44, -2.11)
C (-2.19, -0.78, -1.29)
N (-1.32, -1.49, -0.40)
C (-0.85, -2.66, -0.82)
N (-0.59, -2.95, -2.11)
C (-0.75, -4.29, -2.67)
C (-0.26, -1.91, -3.08)
N (-0.61, -3.68, 0.06)
C (-1.25, -3.70, 1.37)
C (0.63, -4.45, 0.00)
N (-2.94, 3.07, -0.20)
C (-3.23, 4.33, -0.88)
C (-4.12, 2.24, -0.01)
H (-0.29, 4.87, 1.72)
H (-2.00, 4.70, 1.37)
H (-0.95, 5.59, 0.26)
H (1.25, 4.11, 0.17)
H (0.86, 2.86, -1.02)
H (1.09, 2.44, 0.68)
H (-2.66, 2.34, -2.50)
H (-4.12, 1.13, -4.05)
H (-4.51, -1.31, -3.72)
H (-3.20, -2.52, -2.00)
H (-1.20, -4.96, -1.95)
H (0.21, -4.70, -3.00)
H (-1.40, -4.22, -3.54)
H (-0.07, -0.97, -2.58)
H (-1.07, -1.77, -3.79)
H (0.63, -2.21, -3.62)
H (-2.28, -3.36, 1.29)
H (-0.73, -3.09, 2.09)
H (-1.25, -4.73, 1.73)
H (1.15, -4.27, -0.94)
H (0.43, -5.52, 0.09)
H (1.30, -4.16, 0.81)
H (-2.32, 4.80, -1.24)
H (-3.76, 5.03, -0.23)
H (-3.87, 4.12, -1.74)
H (-3.86, 1.31, 0.48)
H (-4.60, 2.00, -0.96)
H (-4.84, 2.78, 0.61)
C (3.63, -1.72, 1.06)
N (3.70, -1.13, -0.28)
C (5.00, -1.27, -0.95)
C (5.16, -0.20, -2.00)
C (3.94, -0.22, -2.88)
N (2.72, -0.04, -2.08)
C (1.63, 0.68, -2.73)
C (2.64, -0.49, -0.81)
O (1.58, -0.34, -0.13)
H (4.27, -1.17, 1.75)
H (3.99, -2.75, 1.01)
H (2.62, -1.71, 1.42)
H (5.08, -2.26, -1.40)
H (5.77, -1.19, -0.19)
H (6.06, -0.38, -2.58)
H (5.25, 0.78, -1.53)
H (3.88, -1.16, -3.43)
H (3.97, 0.58, -3.62)
H (1.92, 1.72, -2.91)
H (0.74, 0.66, -2.12)
H (1.42, 0.22, -3.69)

Values from the calculation:
**HOMO (spin up / spin down)**: -12.749 / -12.794 eV
**Net charge**: +2
**Multiplicity**: 6
**Maximum force**: 0.011 hartree/bohr
**Calculated total energy**: -78269.82362 eV
**Gap between HOMO and LUMO (spin up / spin down)**: 8.462 / 7.961 eV

Results of the Löwdin charge analysis, in e, for atoms 1 through 4:
1 Mn 0.99
2 C -0.01
3 C -0.33
4 C -0.02


Entry from the OMol25 dataset: a 8-piece molecular cluster, C31H52N3O23 overall in a non-equilibrium geometry (wB97M-V/def2-TZVPD).

Positions of all 109 atoms, in Å:
C (3.56, -4.42, 0.07)
C (4.06, -2.89, -0.40)
C (3.90, -2.73, -2.03)
C (4.23, -1.21, -2.59)
O (3.78, -0.27, -1.54)
N (3.35, 0.89, -2.07)
C (3.18, 1.85, -0.91)
N (1.78, 2.25, -0.52)
C (1.26, 1.53, 0.70)
C (0.10, 0.41, 0.43)
O (-0.87, 0.73, -0.62)
C (-1.45, -0.51, -1.21)
C (-2.82, -0.07, -2.05)
N (4.25, 2.39, -0.23)
C (5.71, 2.11, -0.54)
H (3.32, -5.01, -0.91)
H (4.42, -4.89, 0.71)
H (2.59, -4.29, 0.75)
H (3.43, -2.14, 0.24)
H (5.20, -2.76, -0.10)
H (2.80, -3.00, -2.37)
H (4.64, -3.49, -2.53)
H (5.40, -1.14, -2.73)
H (3.72, -1.02, -3.64)
H (4.01, 1.27, -2.79)
H (1.11, 2.26, -1.32)
H (0.81, 2.32, 1.47)
H (2.13, 0.98, 1.31)
H (-0.52, 0.32, 1.44)
H (0.59, -0.68, 0.30)
H (-1.78, -1.23, -0.32)
H (-0.71, -1.08, -1.92)
H (-3.79, -0.51, -1.55)
H (-2.68, -0.46, -3.16)
H (-2.94, 1.12, -2.07)
H (4.05, 3.07, 0.56)
H (5.87, 1.38, -1.45)
H (6.23, 3.17, -0.72)
H (6.22, 1.64, 0.40)
C (-1.13, -6.86, 2.22)
C (-0.40, -5.58, 2.52)
O (0.77, -5.68, 1.74)
C (0.49, -6.53, 0.71)
O (1.21, -6.72, -0.25)
O (-0.71, -7.16, 0.90)
H (-2.21, -6.74, 2.27)
H (-0.83, -7.68, 2.88)
H (-0.96, -4.70, 2.22)
H (-0.15, -5.49, 3.58)
C (-4.98, 4.99, -3.16)
C (-3.92, 4.34, -3.98)
O (-3.77, 3.07, -3.38)
C (-4.94, 2.80, -2.72)
O (-5.22, 1.72, -2.23)
O (-5.75, 3.90, -2.69)
H (-5.59, 5.68, -3.74)
H (-4.57, 5.53, -2.30)
H (-4.22, 4.20, -5.02)
H (-2.97, 4.89, -3.96)
C (-3.91, 3.16, 0.59)
C (-2.48, 2.75, 0.73)
O (-2.18, 3.07, 2.08)
C (-3.37, 3.07, 2.76)
O (-3.47, 3.14, 3.97)
O (-4.43, 2.99, 1.90)
H (-4.45, 2.54, -0.12)
H (-4.02, 4.21, 0.30)
H (-2.34, 1.68, 0.58)
H (-1.82, 3.30, 0.05)
C (-5.49, -9.20, 1.31)
C (-5.42, -7.71, 1.46)
O (-4.80, -7.54, 2.72)
C (-4.08, -8.68, 2.97)
O (-3.29, -8.81, 3.88)
O (-4.37, -9.65, 2.05)
H (-5.41, -9.51, 0.26)
H (-6.40, -9.62, 1.74)
H (-4.80, -7.24, 0.69)
H (-6.41, -7.25, 1.45)
C (2.75, 6.50, -0.46)
C (1.55, 5.69, -0.84)
O (0.47, 6.50, -0.41)
C (0.93, 7.78, -0.36)
O (0.22, 8.76, -0.19)
O (2.28, 7.83, -0.52)
H (3.59, 6.35, -1.14)
H (3.09, 6.29, 0.57)
H (1.48, 5.54, -1.92)
H (1.53, 4.72, -0.34)
C (8.45, -6.09, 2.54)
C (7.25, -6.90, 2.16)
O (6.17, -6.09, 2.59)
C (6.63, -4.81, 2.64)
O (5.92, -3.83, 2.81)
O (7.98, -4.76, 2.48)
H (9.29, -6.24, 1.85)
H (8.79, -6.30, 3.56)
H (7.18, -7.05, 1.08)
H (7.23, -7.87, 2.66)
C (-5.39, 9.12, 0.35)
C (-4.35, 8.07, 0.53)
O (-4.25, 7.48, -0.75)
C (-4.68, 8.41, -1.65)
O (-4.57, 8.31, -2.86)
O (-5.25, 9.48, -1.01)
H (-5.22, 9.99, 1.00)
H (-6.40, 8.75, 0.52)
H (-3.37, 8.48, 0.81)
H (-4.64, 7.32, 1.28)

Values from the calculation:
**HOMO**: -12.417 eV
**Energy above the lowest of the compared OMol25 structures with the same formula, charge and spin**: 5.921 eV
**Net charge**: +1
**Multiplicity**: 1
**Maximum force**: 0.092 hartree/bohr
**Calculated total energy**: -84538.69813 eV
**Gap between HOMO and LUMO**: 7.860 eV

Results of the Löwdin charge analysis, in e, for atoms 1 through 4:
1 C -0.10
2 C -0.24
3 C -0.18
4 C -0.16